No. 1
Density functional theory data (ωB97M-V with the def2-TZVPD basis set) for C22H16ClCoF3NO8 as an isolated structure.

The geometry in XYZ format:
```
52
Properties=species:S:1:pos:R:3:mulliken_spin:R:1
Co 0.36733 -1.15553 -0.12438 1.143
O 3.37278 0.72060 -3.06204 0.000
C 2.67602 0.07417 -2.08905 -0.009
O 1.27616 -0.02709 -2.33527 0.006
C 3.17923 -0.42103 -0.93810 0.003
C 4.59439 -0.34156 -0.64207 0.003
C 5.08986 -0.95001 0.45781 0.000
C 4.22405 -1.65691 1.33711 0.005
C 2.88389 -1.64532 1.05376 0.001
N 2.33790 -1.02945 -0.00859 0.004
C 1.86687 -2.23172 1.97663 -0.007
O 2.27921 -3.12411 2.87752 -0.001
O 0.71853 -1.85185 1.98404 0.010
H 3.05556 1.63047 -3.14250 0.000
H 5.22724 0.18642 -1.34174 0.000
H 6.14895 -0.90495 0.67923 0.000
H 4.60706 -2.13604 2.22752 0.001
H 3.11455 -3.51140 2.58825 0.001
O -1.02221 -4.21775 0.52121 0.000
Cl -0.16209 -4.11539 -0.60979 0.000
O -0.47073 -5.10773 -1.58412 0.000
O -0.35913 -2.79719 -1.23828 0.010
O 1.21798 -4.23482 -0.22331 0.001
F 1.65725 -1.53003 -3.96031 0.000
C 0.90557 -0.51278 -3.52578 0.002
F 0.95827 0.45118 -4.49672 0.000
F -0.36664 -0.91592 -3.46043 0.001
C -5.77264 1.42738 2.18060 0.001
C -5.66475 0.04927 2.05756 -0.001
C -4.47462 -0.52110 1.63660 0.001
C -3.36289 0.26562 1.31681 -0.008
C -3.48137 1.65155 1.46791 0.000
C -4.67125 2.22137 1.89033 -0.001
C -2.14125 -0.40872 0.84056 0.037
C -1.03371 0.13098 0.32856 -0.177
C -0.66657 1.49402 -0.00461 0.039
C -1.20228 2.13137 -1.13484 -0.028
C -0.76799 3.38649 -1.51801 0.012
C 0.21834 4.04568 -0.79380 -0.025
C 0.76038 3.42840 0.32633 0.014
C 0.32660 2.17289 0.71485 -0.031
H -6.70494 1.87581 2.50142 0.000
H -6.51142 -0.58434 2.29399 0.000
H -4.39447 -1.59826 1.54563 0.000
H -2.63027 2.28263 1.25704 0.000
H -4.74312 3.29718 2.00040 0.000
H -2.18430 -1.49350 0.92326 -0.005
H -1.95187 1.61258 -1.71917 -0.001
H -1.19897 3.85831 -2.39344 0.000
H 0.56949 5.02256 -1.10240 -0.002
H 1.53521 3.93061 0.89355 0.001
H 0.77081 1.67696 1.57028 0.000
```

Energy above the lowest of the compared OMol25 structures with the same formula, charge and spin ... 1.630 eV
Orbital gap (spin up / spin down) ... 6.35 / 6.76 eV
Lowest unoccupied orbital energy (spin up / spin down) ... 2.279 / 2.625 eV
Total charge ... -1
Expectation value of S² ... 0.817
DFT total energy ... -3646.9714 Eh
Highest occupied orbital energy (spin up / spin down) ... -4.071 / -4.131 eV
Spin multiplicity ... 2

***

No. 2
Density functional theory data (ωB97M-V with the def2-TZVPD basis set) for C3H5NO2 as an isolated structure.

The geometry in XYZ format:
```
11
Properties=species:S:1:pos:R:3:mulliken_charge:R:1
C -1.68820 0.05261 0.26695 0.712
N 1.64564 -0.28456 0.06215 -0.420
C -0.70337 -0.85910 0.08737 -1.002
C 0.43861 -0.18535 -0.52855 0.345
O -0.56620 1.34704 -0.37851 -0.596
O -2.78594 0.36283 0.56511 -0.496
H -0.28891 1.84080 0.40626 0.304
H 2.46598 0.09471 -0.38552 0.233
H 1.68322 -0.43746 1.05920 0.255
H -0.70659 -1.87315 0.45249 0.365
H 0.50577 -0.05838 -1.60693 0.298
```

Energy above the lowest of the compared OMol25 structures with the same formula, charge and spin ... 2.707 eV
Orbital gap ... 8.95 eV
Lowest unoccupied orbital energy ... 0.628 eV
DFT total energy ... -322.4749 Eh
Highest occupied orbital energy ... -8.326 eV

***

No. 3
Density functional theory data (ωB97M-V with the def2-TZVPD basis set) for one molecule with the formula C18H20ClN3O3S.

The geometry in XYZ format:
```
46
Properties=species:S:1:pos:R:3:mulliken_charge:R:1
O 2.91728 0.37979 1.73165 -0.645
C 2.78114 -0.16359 0.65929 0.437
N 3.74417 -0.22487 -0.30859 -0.125
C 5.04502 0.27889 -0.26705 0.579
C 5.60839 0.88907 0.85180 -0.411
C 6.91430 1.34082 0.76619 -0.430
C 7.60975 1.17103 -0.42118 -0.316
N 7.08026 0.59094 -1.48601 -0.585
C 5.83939 0.15928 -1.41092 -0.436
C 1.49758 -0.82774 0.26447 0.171
C 1.44518 -1.97937 -0.51906 -0.449
C 0.23226 -2.56561 -0.83077 -0.944
C -0.94766 -1.99683 -0.36501 0.388
Cl -2.45501 -2.69591 -0.75545 -0.166
C -0.90297 -0.86162 0.43013 -0.592
S -2.42655 -0.14522 1.08041 1.563
O -3.16166 -1.16668 1.76023 -0.718
O -2.05089 1.02385 1.82020 -0.756
N -3.21217 0.21916 -0.33602 0.239
C -2.67286 1.34813 -1.05973 -1.011
C -3.08565 2.71160 -0.49674 -0.574
C -4.42714 3.24221 -1.01133 -0.792
C -5.53170 2.19175 -1.17130 -0.637
C -5.54601 1.11031 -0.08971 -0.659
C -4.62508 -0.06430 -0.42623 -0.958
C 0.30985 -0.28971 0.75295 -0.136
H 3.48636 -0.64217 -1.19237 0.176
H 5.03326 1.00414 1.75540 0.522
H 7.38136 1.81812 1.61324 0.373
H 8.63054 1.50927 -0.53314 0.366
H 5.44904 -0.30911 -2.30758 0.338
H 2.35353 -2.45224 -0.86414 0.531
H 0.18958 -3.46205 -1.42836 0.469
H -2.96533 1.25104 -2.10941 0.501
H -1.58539 1.24633 -0.99644 0.402
H -3.09968 2.62188 0.58907 0.310
H -2.31153 3.43932 -0.74798 0.494
H -4.27656 3.72294 -1.98119 0.296
H -4.76487 4.01528 -0.31816 0.348
H -5.43593 1.70328 -2.14402 0.294
H -6.49148 2.71297 -1.17268 0.377
H -6.55807 0.71029 0.00130 0.391
H -5.26423 1.52754 0.87739 0.296
H -4.83506 -0.41945 -1.44288 0.360
H -4.80213 -0.88342 0.27250 0.521
H 0.32360 0.58130 1.39046 0.594
```

Energy above the lowest of the compared OMol25 structures with the same formula, charge and spin ... 2.132 eV
Orbital gap ... 8.95 eV
SMILES string ... O=C(Nc1cccnc1)c1ccc(Cl)c(S(=O)(=O)N2CCCCCC2)c1
Lowest unoccupied orbital energy ... -0.081 eV
DFT total energy ... -1946.2870 Eh
Highest occupied orbital energy ... -9.033 eV

***

No. 4
Density functional theory data (ωB97M-V with the def2-TZVPD basis set) for a 3-piece molecular cluster, C6H18NO3 overall.

The geometry in XYZ format:
```
28
Properties=species:S:1:pos:R:3:mulliken_charge:R:1
C -2.54202 0.41025 -0.88533 -0.637
C -2.27046 1.60914 0.03985 -0.700
C -1.71377 -0.83903 -0.52566 -0.556
N -0.32573 -0.99169 -1.04864 -0.007
C 0.21801 0.22355 -1.65771 -0.901
C 0.53196 -1.53715 0.04843 -0.346
C 2.04400 -1.41138 -0.10505 -0.877
O 2.65568 -0.40125 0.63221 -0.933
H -3.56667 0.05924 -0.72276 0.381
H -2.45370 0.60623 -1.95305 0.331
H -2.47238 2.53285 -0.51538 0.257
H -2.79791 1.52783 0.98519 0.371
H -1.20779 1.71606 0.26166 -0.022
H -2.22722 -1.68888 -1.00415 0.257
H -1.78755 -0.97988 0.55631 0.335
H 1.29986 0.19541 -1.78806 0.325
H -0.00157 1.14508 -1.13554 0.127
H -0.08692 0.29219 -2.71368 0.329
H 0.28054 -2.60091 0.14204 0.337
H 0.22028 -1.09340 1.00442 0.317
H 2.30928 -1.28404 -1.16933 0.337
H 2.49151 -2.38997 0.15174 0.361
H 1.69960 0.67997 0.73243 0.381
H 1.81064 2.17459 1.10009 0.278
O 1.10107 1.57705 0.85111 -0.713
H 2.56409 -0.22478 2.24932 0.447
H 1.70708 0.60037 3.25358 0.290
O 2.52009 0.09255 3.21596 -0.770
```

Energy above the lowest of the compared OMol25 structures with the same formula, charge and spin ... 0.868 eV
Orbital gap ... 7.88 eV
Lowest unoccupied orbital energy ... 3.673 eV
Total charge ... -1
DFT total energy ... -519.8746 Eh
Highest occupied orbital energy ... -4.211 eV

***

No. 5
Density functional theory data (ωB97M-V with the def2-TZVPD basis set) for C3H4KO2 as an isolated structure.

The geometry in XYZ format:
```
10
Properties=species:S:1:pos:R:3:mulliken_spin:R:1
H 2.67947 -0.83958 -0.98019 0.010
H 2.19795 -1.46795 -1.37145 0.007
O 0.29410 -0.54873 0.84511 0.015
O -1.62381 0.58225 1.23188 0.043
C 0.93571 -0.40335 -0.53352 0.967
C -0.24776 0.51495 -0.89190 -0.077
C -0.69071 0.25305 0.51413 -0.014
H -0.02209 1.57310 -1.09089 0.027
H -0.95221 0.14659 -1.65179 0.028
K -2.57066 0.18967 3.92862 -0.005
```

Energy above the lowest of the compared OMol25 structures with the same formula, charge and spin ... 5.655 eV
Orbital gap (spin up / spin down) ... 3.05 / 2.78 eV
Lowest unoccupied orbital energy (spin up / spin down) ... -1.715 / -1.661 eV
Expectation value of S² ... 0.756
DFT total energy ... -866.8593 Eh
Highest occupied orbital energy (spin up / spin down) ... -4.761 / -4.439 eV
Spin multiplicity ... 2

***

No. 6
Density functional theory data (ωB97M-V with the def2-TZVPD basis set) for a 2-piece molecular cluster, C4H8N2O2 overall.

The geometry in XYZ format:
```
16
Properties=species:S:1:pos:R:3:mulliken_charge:R:1
C 1.23446 0.52702 -0.09204 0.251
C -0.39313 -1.36679 -0.57731 0.381
C 1.42877 2.88692 0.64282 -0.685
C -2.73338 -1.73483 0.09933 -0.621
N 2.35446 0.08133 -0.01891 -0.463
N 0.11563 -2.16755 -1.30762 -0.362
O 0.66418 1.70619 0.07917 -0.350
O -1.48027 -0.94512 0.03484 -0.238
H 2.24839 3.18931 -0.02741 0.290
H 1.85852 2.53897 1.65350 0.312
H 0.63158 3.52516 0.70564 0.239
H -3.01392 -1.80853 1.17484 0.242
H -2.48821 -2.79387 -0.13722 0.290
H -3.46689 -1.31346 -0.64583 0.251
H 3.25018 0.68640 0.10472 0.239
H -0.21036 -3.01113 -1.68854 0.225
```

Energy above the lowest of the compared OMol25 structures with the same formula, charge and spin ... 7.162 eV
Orbital gap (spin up / spin down) ... 8.10 / 7.85 eV
Lowest unoccupied orbital energy (spin up / spin down) ... 0.744 / 0.617 eV
DFT total energy ... -416.9927 Eh
Highest occupied orbital energy (spin up / spin down) ... -7.357 / -7.234 eV